Entry 1:
A 2-piece molecular cluster, C5H9N2 overall, computed with wB97M-V/def2-TZVPD.

XYZ file:
```
16
Properties=species:S:1:pos:R:3
C 0.3854 0.1545 0.7631
C 0.4018 0.4064 -2.0114
C -0.0265 -0.9977 -1.5766
C 0.0990 0.1124 -0.6293
C -2.0220 0.9900 1.0083
N -0.8236 0.4706 0.6417
N 3.4198 -0.3712 0.6032
H 1.4001 0.5824 -2.1745
H -0.3208 0.8884 -2.7748
H -1.0421 -1.4145 -1.7970
H 0.5566 -1.7870 -1.4941
H -1.9481 1.3955 2.1256
H -2.4455 1.8017 0.4065
H -2.9064 0.2323 1.1438
H 3.4846 -0.8036 -0.3166
H 3.4372 -0.8667 1.5129
```

Summary:
Molar mass ... 97.1 g mol⁻¹
Orbital gap (alpha / beta) ... 7.176 / 9.089 eV
Total charge ... +1
Strongest force on any atom ... 6.37 eV/Å
Spin multiplicity ... 1



Entry 2:
C23H16GdO6P as an isolated structure, computed with wB97M-V/def2-TZVPD.

XYZ file:
```
47
Properties=species:S:1:pos:R:3
O -6.4241 -0.4089 -1.2210
C -5.4434 -0.1664 -0.6025
Gd -2.8487 0.7827 -0.1369
O -5.7665 2.7193 -1.2976
C -4.8777 2.0465 -0.9901
C -3.8961 -1.9644 0.2034
O -2.6785 -1.7093 -0.0876
C -3.4295 -0.3090 -2.4750
O -3.5070 -1.0386 -3.3589
C -4.7069 -0.8038 0.5347
O -4.2599 0.0374 1.4473
H -4.2755 -2.9747 0.3452
O -0.7165 0.9886 -0.2234
P 0.6807 0.3746 0.0568
C 0.6077 -0.3370 1.7094
C 1.3713 0.1884 2.7713
C 1.1667 -0.2535 4.0836
C 0.1658 -1.1901 4.3538
C -0.5972 -1.7169 3.3046
C -0.3604 -1.3118 1.9902
C 1.0320 -0.7607 -1.2931
C 2.1075 -0.5043 -2.1689
C 2.3156 -1.3173 -3.2896
C 1.4560 -2.3858 -3.5461
C 0.3867 -2.6506 -2.6799
C 0.1774 -1.8404 -1.5609
C 1.9215 1.6503 0.0625
C 1.6110 2.9941 -0.1926
C 2.6352 3.9469 -0.1862
C 3.9616 3.5761 0.0718
C 4.2721 2.2362 0.3272
C 3.2556 1.2797 0.3233
H 2.1281 0.9415 2.5624
H 1.7852 0.1551 4.8850
H -0.0084 -1.5106 5.3808
H -1.3861 -2.4418 3.5116
H -0.9488 -1.7673 1.1916
H 2.7823 0.3321 -1.9910
H 3.1577 -1.1190 -3.9583
H 1.5945 -3.0102 -4.4318
H -0.2851 -3.4889 -2.8634
H -0.6831 -2.0335 -0.9177
H 0.5785 3.2901 -0.3942
H 2.3954 4.9922 -0.3846
H 4.7555 4.3240 0.0750
H 5.2973 1.9251 0.5345
H 3.5002 0.2339 0.5250
```

Summary:
Molar mass ... 576.6 g mol⁻¹
Orbital gap (alpha / beta) ... 6.423 / 5.307 eV
Total charge ... +2
Strongest force on any atom ... 4.65 eV/Å
<S²> ... 16.102
Spin multiplicity ... 8



Entry 3:
An isolated molecule of C20H17NO3, computed with wB97M-V/def2-TZVPD.

XYZ file:
```
41
Properties=species:S:1:pos:R:3
O -0.7821 -2.9080 -1.7751
O 3.2330 -7.4572 -2.7511
O 1.1273 -1.9119 -1.0113
C 0.4019 -2.9488 -1.5219
C 2.5441 -6.5197 -2.3898
C 1.1113 -6.5717 -2.4080
C 0.3845 -5.4141 -2.1538
C 1.1234 -4.1795 -1.8078
C 2.5257 -4.1963 -1.7432
C -0.5600 -0.9559 0.4844
C -2.5052 2.6881 1.7761
C -0.4134 3.8722 1.5350
C -1.0311 0.1775 1.1313
C -3.0621 3.8402 2.3392
C -0.9791 5.0556 2.0271
C 0.5204 1.5678 -0.0805
C 0.5091 -0.8593 -0.4214
C -1.1259 2.6731 1.4112
C -0.5072 1.4535 0.8619
C -2.3136 5.0377 2.4325
C 1.0290 0.4132 -0.7083
N 3.2546 -5.3745 -2.0846
C -2.9458 6.2947 2.9604
C 2.1342 0.4935 -1.7012
H 0.5600 -7.5078 -2.5247
H -0.7186 -5.4336 -2.0610
H 3.0242 -3.3125 -1.3755
H -1.0007 -1.9147 0.7005
H -3.1036 1.7849 1.6545
H 0.6356 3.8937 1.3131
H -1.8444 0.0007 1.8428
H -4.1299 3.8019 2.5729
H -0.4834 5.9724 2.1676
H 1.0151 2.4748 -0.3417
H 4.2669 -5.4022 -1.9091
H -2.4882 7.1885 2.5327
H -4.0270 6.3205 2.7768
H -2.7333 6.3328 4.0523
H 2.3855 1.5419 -1.9252
H 3.0269 0.0378 -1.2663
H 1.9418 -0.0492 -2.6111
```

Summary:
Molar mass ... 319.4 g mol⁻¹
Orbital gap ... 8.120 eV
Total charge ... 0
Strongest force on any atom ... 4.82 eV/Å
SMILES ... Cc1ccc(-c2ccc(OC(=O)c3ccc(=O)[nH]c3)c(C)c2)cc1
Spin multiplicity ... 1